(1)
The following is a DFT calculation (ωB97M-V/def2-TZVPD) of a molecular structure, C21H23ClInN2PS at a distorted geometry.

The calculation puts the HOMO-LUMO gap at 7.40 eV. The LUMO energy is -7.33 eV. Its net charge is +2. The value obtained for the maximum force is 0.0422 hartree/bohr.

Structure (XYZ):
```
50
Properties=species:S:1:pos:R:3:forces:R:3:mulliken_charge:R:1
In 0.7123 1.4441 0.4398 -0.3 -1.0 1.1 0.822
Cl 1.3017 2.0541 2.6131 -0.2 0.0 -0.2 -0.370
P -0.5659 -0.7176 0.1407 -1.1 -0.6 -0.8 0.659
C 0.4693 -1.7173 -0.9678 -0.2 0.6 -0.2 0.487
C -0.0114 -2.0872 -2.2372 0.0 -0.2 0.1 -0.327
C 0.7863 -2.9300 -3.0143 0.1 0.2 0.0 -0.686
C 2.0428 -3.3332 -2.5328 -0.2 0.2 -0.6 -0.486
C 2.5558 -2.8676 -1.3234 -0.4 0.2 -0.1 -0.676
C 1.7650 -2.0431 -0.5351 -0.5 -0.2 -0.4 -0.373
C -1.0712 -1.7502 1.5405 0.1 -0.1 0.5 0.710
C -1.7389 -1.1506 2.6321 0.3 -0.1 -0.4 -0.526
C -2.1070 -1.9249 3.7252 0.0 0.0 0.1 -0.663
C -1.8197 -3.2915 3.7538 0.5 0.0 -0.3 -0.452
C -1.1933 -3.8976 2.6567 0.1 0.3 0.2 -0.639
C -0.8207 -3.1397 1.5427 0.2 0.2 0.1 -0.121
C -2.1067 -0.2020 -0.7061 0.6 0.1 0.3 0.988
C -2.3902 1.1688 -0.8586 0.0 -0.9 -0.1 -0.443
C -3.5990 1.5619 -1.4093 0.2 -0.2 0.1 -0.822
C -4.5001 0.5821 -1.8137 -0.2 -0.2 0.0 -0.528
C -4.2183 -0.7885 -1.6911 0.4 0.1 0.2 -0.788
C -3.0126 -1.2003 -1.1118 -0.2 0.3 -0.1 -0.218
H -1.9280 -0.0744 2.6177 0.0 -0.3 0.1 0.368
H -2.5722 -1.4612 4.5920 0.0 0.0 -0.2 0.407
H -1.9943 -3.8716 4.6634 -0.2 0.2 -0.4 0.395
H -0.9043 -4.9479 2.7106 -0.2 0.3 -0.1 0.401
H -0.2847 -3.6284 0.7168 -0.3 0.3 0.4 0.340
H -0.9855 -1.7239 -2.6106 0.7 -0.3 0.3 0.439
H 0.4367 -3.2154 -4.0210 0.3 0.0 0.7 0.426
H 2.6651 -3.9479 -3.1775 -0.1 0.0 0.2 0.408
H 3.5562 -3.1215 -1.0065 0.0 -0.1 0.0 0.447
H 2.1193 -1.6545 0.4095 0.1 -0.1 0.2 0.476
H -1.6783 1.9384 -0.5510 -0.1 -0.1 0.0 -0.050
H -3.8147 2.6215 -1.4917 -0.2 -0.2 -0.1 0.433
H -5.4646 0.8974 -2.1986 0.1 -0.1 -0.1 0.422
H -4.9340 -1.5438 -2.0205 0.2 0.3 0.1 0.415
H -2.7854 -2.2758 -0.9866 -0.2 0.8 0.0 0.515
H 0.0328 -0.5223 -6.1745 -1.1 0.8 0.1 -0.034
H -0.6020 -0.0618 -6.1402 1.1 -0.8 -0.1 0.034
S 2.1485 2.5332 -1.0625 0.5 1.1 0.3 -0.271
C 2.7461 3.6272 0.2297 1.1 1.2 0.2 -0.019
N 2.1834 4.7777 0.6377 -0.5 -1.9 -0.7 0.020
C 2.9205 5.3790 1.7387 -0.1 0.8 0.3 -0.369
C 4.1391 4.4627 1.8788 0.7 0.2 0.5 -0.368
N 3.9408 3.4857 0.8244 -1.7 -1.0 -0.8 -0.006
H 1.2888 5.1085 0.2903 0.3 -0.1 0.1 0.232
H 2.3364 5.3961 2.6787 0.1 0.1 -0.7 0.258
H 3.1807 6.3925 1.4236 0.1 -0.1 0.4 0.329
H 4.1643 4.0072 2.8870 0.2 0.0 -0.7 0.251
H 5.0774 4.9673 1.6506 0.0 0.1 0.4 0.330
H 4.5338 2.6864 0.6481 -0.1 0.1 0.1 0.223
```
Forces are in eV/Å.

(2)
The following is a DFT calculation (ωB97M-V/def2-TZVPD) of 6 unconnected molecules or ions with the total composition C2H14O4S at a distorted geometry.

The calculation puts the HOMO-LUMO gap at 3.21 eV. The LUMO energy is -5.62 eV. Its net charge is 0. The value obtained for the maximum force is 0.0646 hartree/bohr.

Structure (XYZ):
```
21
Properties=species:S:1:pos:R:3:forces:R:3:mulliken_charge:R:1
C -1.2966 0.1098 -1.2902 2.4 0.6 1.3 -0.661
S 0.3760 0.7706 -1.7411 -1.1 -1.6 1.2 0.191
C 1.2016 -0.6869 -1.1529 2.5 1.4 1.1 -0.464
H -1.9204 0.9448 -1.2360 -1.2 1.3 0.0 0.323
H -1.1844 -0.3077 -0.2619 -0.3 0.1 -0.8 0.266
H -1.6227 -0.5719 -2.0480 -0.1 -1.0 -0.6 0.330
H 1.2215 -1.4468 -1.8981 -0.3 -1.1 -1.5 0.396
H 2.2995 -0.5235 -0.8772 -1.4 0.2 -0.6 0.300
H 0.7830 -1.1544 -0.2943 -0.7 0.2 0.8 -0.076
H -0.3100 -4.2543 0.8865 0.1 0.1 0.2 0.273
H -0.2844 -1.3395 1.9656 -0.3 -1.2 0.1 0.325
O -0.8423 -0.5901 2.1691 0.8 0.4 -0.6 -0.640
H -0.1207 0.0729 1.9852 -0.4 0.7 0.3 0.335
H 1.6739 1.2847 2.4815 -0.4 0.2 -0.5 0.202
O 1.1331 1.1890 1.6749 0.3 -0.8 0.0 -0.812
H -0.7202 -3.0006 -1.8348 0.2 0.4 0.1 0.142
H -0.3676 -3.3272 -0.3745 1.0 0.2 2.8 0.083
O -0.0144 -3.3652 0.6496 -1.1 -0.1 -3.1 -0.560
H -0.3498 3.4067 0.4301 0.5 0.5 -0.2 0.308
H -0.1444 2.0215 1.1433 -0.1 0.9 0.0 0.386
O -0.8261 2.6823 0.8123 -0.4 -1.1 0.0 -0.648
```
Forces are in eV/Å.

(3)
The following is a DFT calculation (ωB97M-V/def2-TZVPD) of a molecular structure, Ca5O8P2 at a distorted geometry.

The calculation puts the HOMO-LUMO gap at 1.77 eV. The LUMO energy is -14.96 eV. Its net charge is +4. The value obtained for the maximum force is 0.1054 hartree/bohr.

Structure (XYZ):
```
15
Properties=species:S:1:pos:R:3:forces:R:3:mulliken_charge:R:1
Ca -0.6401 2.0678 0.8424 1.0 2.7 1.6 1.598
Ca -3.2045 -2.5837 -1.2702 -1.7 -1.1 -0.2 1.171
Ca 0.7270 -1.6992 0.6932 1.8 0.6 2.5 1.396
Ca -3.8425 0.7548 -2.9097 -0.8 0.5 -0.7 1.164
Ca 1.6344 -1.0616 -2.9715 0.1 0.4 -0.9 1.679
P -1.2187 -0.6810 -0.9655 -0.7 2.0 -2.3 0.789
O -2.6556 -0.3056 -1.5017 1.6 -0.5 1.8 -0.479
O -0.4208 0.1664 0.0446 -1.2 -1.0 -1.2 -0.591
O -0.3855 -0.8600 -2.2499 1.7 -0.1 0.0 -0.563
O -1.3114 -2.0368 -0.2904 -0.2 -1.5 0.6 -1.041
P 2.1741 1.2062 2.1253 2.8 0.0 4.1 0.729
O 2.2028 0.6656 3.6219 0.0 1.0 -3.5 -0.344
O 3.5692 1.7851 1.9845 1.7 -0.2 1.2 -0.282
O 1.3511 2.3880 1.7978 -4.2 1.7 -0.7 -0.695
O 2.0204 0.1938 1.0492 -1.9 -4.5 -2.3 -0.532
```
Forces are in eV/Å.

(4)
The following is a DFT calculation (ωB97M-V/def2-TZVPD) of a gas-phase ion, C4H8ClN4 (charge +1) at a distorted geometry.

The calculation puts the HOMO-LUMO gap (alpha / beta) at 6.92 / 7.12 eV. As for the spin multiplicity: 3. The LUMO energy (alpha / beta) is -2.72 / -6.71 eV. Its net charge is +1. The value obtained for the maximum force is 0.1071 hartree/bohr.

Structure (XYZ):
```
17
Properties=species:S:1:pos:R:3:forces:R:3:lowdin_spin:R:1
C 1.1392 1.1280 -0.5598 -2.7 -1.8 1.9 0.487
C 2.0533 0.0674 -0.5954 3.4 0.3 -1.8 0.376
C -0.2124 1.0043 -0.0777 -0.2 -1.5 -0.9 0.280
C -2.0378 -0.6430 -0.0490 1.9 5.2 -0.5 0.086
N 1.8888 -1.2250 -0.2370 -2.1 2.0 0.3 0.341
N -0.8182 -0.2098 -0.0721 0.5 -1.7 0.2 0.031
N -0.8168 2.1067 0.3153 -2.1 3.8 1.5 0.241
N -2.4305 -1.8547 0.0473 -2.1 -3.7 0.2 0.072
Cl -3.3412 0.5389 -0.2670 -0.2 -0.4 0.1 0.019
H 1.4224 2.1038 -0.8009 0.9 1.2 -0.4 0.018
H 2.9834 0.4150 -1.1052 -0.6 -1.1 0.5 0.014
H 2.3354 -1.9951 -0.6801 0.7 -0.3 -0.3 0.012
H 0.9104 -1.3359 0.0462 0.2 -0.6 0.1 0.006
H -0.4276 3.0299 0.3487 1.3 -0.1 -0.5 0.006
H -1.7171 2.3046 0.7606 0.2 -1.7 -0.4 0.007
H -3.5082 -1.9450 0.0506 2.8 -0.7 0.0 0.002
H -1.6951 -2.6220 0.0194 -1.9 1.2 0.2 0.002
```
Forces are in eV/Å.

(5)
The following is a DFT calculation (ωB97M-V/def2-TZVPD) of a molecular structure, C29H56BrIrN5O2PSi at a distorted geometry.

The calculation puts the HOMO-LUMO gap at 6.35 eV. The LUMO energy is -7.35 eV. Its net charge is +2. The value obtained for the maximum force is 0.0496 hartree/bohr.

Structure (XYZ):
```
96
Properties=species:S:1:pos:R:3:forces:R:3:mulliken_charge:R:1
Ir -0.2152 1.0047 0.5967 -0.7 -1.0 2.2 1.942
N -2.8456 2.9208 3.2376 -0.1 0.0 0.1 0.106
C -1.7010 3.0754 2.5857 0.1 -0.3 0.0 -0.286
N -1.6012 2.0709 1.7186 -0.1 0.7 -0.5 -0.324
C -2.7503 1.3526 1.8942 0.0 0.0 0.0 0.185
N -3.5275 1.8339 2.8240 0.1 0.1 -0.1 -0.644
C -2.9410 0.1768 1.0567 0.1 -0.1 -0.2 0.848
C -4.0647 -0.6321 1.0646 -0.1 0.1 0.0 -0.686
N -4.1703 -1.6889 0.2704 0.0 0.0 0.0 -0.490
C -3.1448 -1.9524 -0.5228 0.0 -0.1 -0.1 -0.758
C -2.0001 -1.1655 -0.5644 0.0 0.0 0.5 -0.474
N -1.9025 -0.0931 0.2270 -0.2 0.3 -0.6 0.155
H -3.2257 3.4980 3.9762 0.0 0.0 0.0 0.211
H -0.9893 3.8664 2.7557 0.0 0.0 0.0 0.538
H -4.8925 -0.4088 1.7268 0.0 0.0 0.0 0.514
H -3.2166 -2.8237 -1.1620 0.0 0.0 0.0 0.509
H -1.1558 -1.4235 -1.1822 0.1 -0.1 0.0 0.441
C -0.2241 4.0621 -3.1032 0.1 0.1 0.1 -1.643
C -0.1858 3.6071 -1.6318 0.0 0.1 0.0 0.731
C -1.4596 4.1100 -0.9480 0.0 -0.1 0.0 -1.132
P 0.1889 1.8144 -1.4693 -0.1 -0.1 -0.2 0.747
C -0.6990 0.8114 -2.7193 -0.1 0.3 -0.1 2.973
C -0.1576 0.8259 -4.1549 0.1 0.0 0.0 -1.133
C -2.2055 1.1051 -2.7170 0.0 0.0 0.0 -1.762
C 2.0025 1.5740 -1.6637 0.0 0.1 -0.1 2.004
C 2.6025 2.2642 -2.9005 0.0 -0.1 0.0 -1.892
C 2.8356 2.0386 -0.4623 -0.1 0.1 0.1 -1.870
H -0.2667 5.1517 -3.1139 0.0 0.0 0.0 0.507
H -1.1223 3.6975 -3.5969 0.0 0.0 0.0 0.295
H 0.6386 3.7639 -3.6886 0.0 0.0 0.0 0.345
H 0.6774 4.0738 -1.1420 0.0 0.0 0.0 0.552
H -2.3473 3.8277 -1.5149 0.0 0.0 0.0 0.311
H -1.4252 5.1989 -0.9145 0.0 0.0 0.0 0.560
H -1.5810 3.7489 0.0679 0.1 0.0 0.0 -0.063
H -0.5001 -0.1929 -2.3528 0.0 -0.1 0.0 -2.006
H -0.0887 1.8244 -4.5807 0.0 0.0 0.0 0.196
H -0.8458 0.2515 -4.7772 0.0 0.0 0.0 0.575
H 0.8144 0.3388 -4.2190 0.0 0.0 0.0 -0.115
H -2.4199 2.0541 -3.2047 0.0 0.0 -0.1 0.357
H -2.6527 1.1415 -1.7239 0.0 0.1 0.0 0.317
H -2.7185 0.3307 -3.2893 0.0 0.0 0.0 0.462
H 2.0836 0.4860 -1.7769 0.0 0.0 0.0 -1.261
H 2.5489 3.3485 -2.8092 0.0 0.0 0.0 0.484
H 2.1580 1.9641 -3.8432 0.0 0.0 0.0 0.404
H 3.6605 2.0004 -2.9371 0.0 0.0 0.0 0.561
H 2.9091 3.1278 -0.4433 0.0 0.0 0.0 0.386
H 3.8473 1.6500 -0.5828 0.0 0.0 0.0 0.481
H 2.4842 1.7171 0.5133 0.0 0.0 -0.1 0.365
C 2.3569 -1.1259 2.6169 0.0 0.0 0.1 -1.309
C 1.4995 -0.2369 1.8112 0.0 0.1 -0.4 0.636
O 1.1752 0.9594 2.1742 0.3 -0.2 -0.3 -0.662
O 1.0209 -0.6177 0.6769 0.6 0.3 0.1 -0.319
H 1.7273 -1.8191 3.1800 0.0 0.0 0.0 0.349
H 2.9492 -0.5435 3.3179 0.0 0.0 0.0 0.399
H 2.9870 -1.7152 1.9529 0.0 0.0 0.0 0.239
C 3.6115 -6.3423 -2.6732 0.0 0.0 0.0 -1.690
C 2.5737 -5.3286 -2.1514 0.0 -0.2 0.1 2.427
C 2.8449 -5.1230 -0.6493 0.0 0.1 0.0 -1.776
C 1.1836 -5.9780 -2.2486 0.0 0.0 -0.1 -2.013
Si 2.6575 -3.7240 -3.1780 -0.1 0.2 0.0 -0.928
Br 1.3995 -2.2012 -1.9115 0.1 -0.2 -0.2 -0.270
C 4.3763 -2.8980 -3.2461 0.1 0.0 0.0 2.632
C 5.1146 -3.0522 -1.9071 0.0 0.0 0.0 -1.996
C 4.3231 -1.3881 -3.5374 -0.1 0.0 0.0 -2.032
C 5.2282 -3.5678 -4.3421 0.0 0.0 0.0 -1.721
C 1.7439 -3.7766 -4.8529 -0.1 0.0 -0.1 2.649
C 2.1828 -5.0240 -5.6440 0.0 0.0 0.0 -1.847
C 2.0444 -2.5394 -5.7148 0.0 0.0 0.0 -1.744
C 0.2122 -3.8089 -4.6985 0.0 0.0 0.0 -1.495
H 3.5111 -7.2729 -2.1077 0.0 0.0 0.0 0.544
H 4.6341 -5.9912 -2.5327 0.0 0.0 0.0 0.326
H 3.4785 -6.5877 -3.7275 0.0 0.0 0.0 0.293
H 2.6205 -6.0583 -0.1290 0.0 0.0 0.0 0.553
H 2.2102 -4.3467 -0.2192 0.0 0.0 0.0 0.238
H 3.8830 -4.8791 -0.4352 0.0 0.0 0.0 0.334
H 1.1859 -6.8984 -1.6582 0.0 0.0 0.0 0.609
H 0.9109 -6.2525 -3.2665 0.0 0.0 0.0 0.346
H 0.4037 -5.3282 -1.8438 0.0 0.0 0.0 0.269
H 4.5184 -2.6939 -1.0644 0.0 0.0 0.0 0.250
H 6.0337 -2.4598 -1.9426 0.0 0.0 0.0 0.581
H 5.4064 -4.0823 -1.7068 0.0 0.0 0.0 0.352
H 3.8339 -0.8480 -2.7228 0.0 0.0 0.0 0.220
H 3.8184 -1.1370 -4.4684 0.0 0.0 0.0 0.338
H 5.3493 -1.0159 -3.6115 0.0 0.0 0.0 0.574
H 5.3556 -4.6391 -4.1793 0.0 0.0 0.0 0.335
H 6.2256 -3.1187 -4.3397 0.0 0.0 0.0 0.547
H 4.8160 -3.4286 -5.3411 0.0 0.0 0.0 0.286
H 3.2654 -5.0946 -5.7629 0.0 0.0 0.0 0.328
H 1.7495 -4.9765 -6.6470 0.0 0.0 0.0 0.556
H 1.8352 -5.9498 -5.1858 0.0 0.0 0.0 0.340
H 3.0801 -2.4848 -6.0467 0.0 0.0 0.0 0.316
H 1.7998 -1.6117 -5.1915 0.0 0.0 0.0 -0.034
H 1.4211 -2.5829 -6.6128 0.0 0.0 0.0 0.604
H -0.1520 -4.5836 -4.0272 0.0 0.0 0.0 0.271
H -0.2301 -3.9902 -5.6823 0.0 0.0 0.0 0.550
H -0.1642 -2.8487 -4.3390 0.0 0.0 0.0 0.022
```
Forces are in eV/Å.

(6)
The following is a DFT calculation (ωB97M-V/def2-TZVPD) of a molecular structure, C18H16FN4O10SW at a distorted geometry.

The calculation puts the HOMO-LUMO gap at 5.61 eV. The LUMO energy is -6.29 eV. Its net charge is +1. The value obtained for the maximum force is 0.0337 hartree/bohr.

Structure (XYZ):
```
51
Properties=species:S:1:pos:R:3:forces:R:3:mulliken_charge:R:1
W -0.3187 0.5539 0.2694 1.4 -0.6 -0.8 2.410
C 0.9109 -1.7160 3.6228 0.0 -0.1 0.1 -1.479
C -0.0212 -1.4674 2.4980 0.3 -0.1 -0.1 0.872
O 0.3975 -0.5790 1.6195 -0.1 0.2 0.2 -0.213
C -1.2117 -2.0821 2.3108 -0.4 -0.2 0.1 -1.374
C -2.0938 -1.7721 1.2535 0.0 0.0 -0.1 1.351
C -3.3984 -2.4722 1.1372 -0.1 -0.1 0.0 -1.386
N -1.8063 -0.8351 0.3612 -0.3 0.4 -0.1 0.527
N -2.8240 -0.4543 -0.5086 0.0 -0.3 0.0 -0.914
C -2.3750 0.3210 -1.4365 -0.3 -0.3 -0.1 0.761
O -1.0382 0.5735 -1.4819 -0.7 0.0 0.2 -0.610
C -3.2390 0.9642 -2.4131 0.3 0.0 -0.1 0.569
C -4.5681 0.5616 -2.5492 -0.1 0.0 0.0 -0.373
C -5.3703 1.1900 -3.4805 0.0 0.0 0.0 -0.693
C -4.8546 2.2192 -4.2646 0.0 0.0 0.0 -0.386
C -3.5339 2.6211 -4.1248 0.0 0.0 0.0 -0.794
C -2.7194 1.9905 -3.2003 0.0 0.0 0.0 -0.377
H 1.3306 -0.7726 3.9715 0.0 0.0 0.0 0.354
H 1.7394 -2.3427 3.2807 0.0 0.0 0.0 0.295
H 0.4040 -2.2219 4.4402 0.0 0.0 0.0 0.455
H -1.5286 -2.8162 3.0357 0.0 0.0 0.0 0.437
H -3.4804 -3.2461 1.8952 0.0 0.0 0.0 0.428
H -3.5048 -2.9070 0.1421 0.0 0.0 0.0 0.359
H -4.2095 -1.7482 1.2471 0.0 0.0 0.0 0.328
H -4.9556 -0.2376 -1.9309 0.0 0.0 0.0 0.452
H -6.4014 0.8816 -3.5987 0.1 0.0 0.0 0.409
H -5.4908 2.7105 -4.9905 0.0 0.0 0.0 0.403
H -3.1400 3.4246 -4.7349 0.0 -0.1 0.0 0.415
H -1.6881 2.2940 -3.0782 0.0 0.0 0.0 0.427
O -0.9486 3.8543 2.0853 0.0 0.0 0.0 -0.536
S -0.6049 2.6913 1.3920 0.2 0.6 0.2 0.790
O 0.6718 1.9498 1.6706 -0.2 0.3 0.2 -0.458
O -0.5813 2.6560 -0.1252 0.0 0.0 0.2 -0.549
O -1.5662 1.4368 1.5479 0.0 0.1 -0.1 -0.625
F 4.5685 1.1800 3.0847 0.0 0.0 0.1 -0.300
C 4.8395 0.5698 1.9353 0.2 0.1 0.2 0.173
C 3.8662 0.1100 1.1650 -0.3 -0.3 -0.2 -0.222
N 4.1203 -0.5251 -0.0457 0.1 0.2 0.0 0.194
C 3.1026 -1.1263 -0.8818 0.2 0.5 0.0 -0.958
C 1.7484 -0.5300 -0.7558 0.1 0.2 -0.1 1.012
O 0.7408 -1.2340 -0.8074 -0.5 -0.2 0.1 -0.428
O 1.5268 0.7543 -0.5284 0.0 -0.5 0.5 -0.739
C 5.4218 -0.7475 -0.4877 0.2 -0.1 -0.1 0.337
O 5.6549 -1.3466 -1.5166 -0.1 0.2 0.3 -0.618
N 6.3977 -0.2473 0.3460 -0.1 0.1 0.1 -0.049
C 6.2456 0.4326 1.5650 0.3 0.0 -0.1 0.201
O 7.1837 0.8369 2.1978 -0.1 -0.1 -0.1 -0.553
H 2.8423 0.2352 1.4737 -0.1 0.0 0.0 0.637
H 3.0079 -2.1951 -0.7228 -0.1 -0.2 0.1 0.335
H 3.4048 -0.9948 -1.9214 0.1 0.0 -0.2 0.461
H 7.3470 -0.3954 0.0375 0.1 0.0 0.0 0.239
```
Forces are in eV/Å.